Below is one molecule with the formula C13H20O in a non-equilibrium geometry, with properties calculated with wB97M-V/def2-TZVPD.

Structure (XYZ):
```
34
C13H20O, DFT wB97M-V/def2-TZVPD
C 2.2051 -1.1276 2.2136
C 1.5047 -0.4194 1.1329
C 2.4169 0.3997 0.3662
C 1.9073 1.5183 -0.4743
C 0.7980 1.2504 -1.5158
C 1.2515 0.2365 -2.4944
O 0.2760 -0.0617 -3.5352
C -0.5715 0.9365 -0.8750
C -0.6698 -0.3773 -0.1926
C 0.0590 -0.5231 1.0735
C -0.6394 -0.6838 2.2074
C -2.0702 -0.6581 1.8711
C -2.0938 -0.7117 0.3485
C -3.2823 0.1233 -0.1764
H 3.1913 -0.7082 2.3450
H 2.1958 -2.1952 1.9756
H 1.8140 -1.0222 3.2830
H 3.4370 0.1686 0.4671
H 2.7754 1.8310 -0.9749
H 1.5673 2.4002 0.0842
H 0.8528 2.1574 -2.1087
H 1.3791 -0.7157 -2.0114
H 2.1546 0.5730 -2.9600
H 0.4052 -1.0165 -3.7288
H -0.9396 1.7463 -0.3257
H -1.2417 0.8686 -1.7830
H -0.5023 -1.2493 -0.8524
H -0.2016 -0.5933 3.1966
H -2.5436 0.2696 2.1854
H -2.5538 -1.5423 2.2957
H -2.1425 -1.8163 0.2033
H -3.0869 1.1055 -0.3279
H -3.4035 -0.2095 -1.2531
H -4.2486 0.0461 0.3403
```

Values from the calculation:
* HOMO: -7.82 eV
* SMILES string: CC1=CC[C@@H](CO)C[C@H]2C1=CC[C@H]2C
* DFT total energy: -15850.2662 eV
* energy above the lowest of the compared OMol25 structures with the same formula, charge and spin: 1.970 eV

Atomic partial charges in e from the natural (NBO) method, atoms 1 to 6: -0.64, 0.02, -0.20, -0.44, -0.22, -0.06



Below is C13H21AsBF4NO2SZn as an isolated structure in a non-equilibrium geometry, with properties calculated with wB97M-V/def2-TZVPD.

Structure (XYZ):
```
45
C13H21AsBF4NO2SZn, DFT wB97M-V/def2-TZVPD
Zn -2.1924 -0.3002 0.4595
C 1.0799 -2.2201 0.4346
As 0.2555 -1.6500 2.0686
C 1.0327 0.0194 2.5769
C 0.7292 -2.8853 3.4453
O -1.3731 -1.5940 1.9094
H 2.1589 -2.0841 0.5034
H 0.6545 -1.6002 -0.3632
H 0.8360 -3.2693 0.2693
H 2.0824 -0.1282 2.8337
H 0.5325 0.3229 3.4848
H 0.8868 0.7078 1.7491
H 1.8135 -2.9475 3.5225
H 0.3005 -3.8562 3.1999
H 0.3363 -2.5178 4.3918
O -6.0935 -2.3781 0.9889
S -4.6541 -2.1087 0.8197
N -4.1742 -0.7312 0.6540
F 1.5187 -0.8353 5.4907
B 2.8855 -1.0881 5.7060
F 3.0435 -2.3922 6.2153
F 3.5681 -0.9921 4.4704
F 3.4209 -0.1568 6.6115
C -2.6810 1.1768 -2.3918
C -1.3056 1.4977 -1.8006
C -1.3860 2.9556 -1.2796
C -0.9582 0.4722 -0.7317
C -0.2196 1.4320 -2.8767
C -0.4387 0.9288 -4.1594
C 0.5820 0.8475 -5.0989
C 1.8617 1.2781 -4.7897
C 2.1000 1.7942 -3.5195
C 1.0792 1.8720 -2.5889
H -3.4245 1.2555 -1.5960
H -2.7141 0.1510 -2.7608
H -2.9636 1.8637 -3.1990
H -2.2014 3.0083 -0.5562
H -1.5660 3.6832 -2.0856
H -0.4721 3.2340 -0.7558
H 0.0672 0.6013 -0.3617
H -1.4246 0.5782 -4.4325
H 0.3698 0.4414 -6.0830
H 2.6597 1.2152 -5.5206
H 3.0932 2.1369 -3.2514
H 1.2947 2.2618 -1.6028
```

Values from the calculation:
* HOMO: 0.01 eV
* DFT total energy: -151051.1906 eV
* net charge: -2
* energy above the lowest of the compared OMol25 structures with the same formula, charge and spin: 0.000 eV

Atomic partial charges in e from the natural (NBO) method, atoms 1 to 6: 1.48, -1.03, 2.02, -1.01, -1.01, -1.25



Below is C13H21BN6ORe as an isolated structure in a non-equilibrium geometry, with properties calculated with wB97M-V/def2-TZVPD.

Structure (XYZ):
```
43
C13H21BN6ORe, DFT wB97M-V/def2-TZVPD
H 2.7826 0.5577 1.9674
N 2.1678 -0.4357 0.1418
B 1.9741 -2.1327 -1.7892
N 2.8151 -1.4523 -0.6613
C 4.0667 -1.6240 -0.2014
Re 0.4366 -0.8126 0.6737
H 4.7247 -2.2690 -0.7750
C 4.2689 -0.8140 0.9187
H 5.1795 -0.6965 1.4698
C 3.1017 -0.1223 1.1847
H 2.6398 -2.8976 -2.4616
C -2.2696 0.9905 -0.6192
H -2.9733 1.5826 -0.0137
H -2.1146 -0.0744 -0.3628
H -2.4887 1.1817 -1.6794
N 1.4396 -0.9548 -2.6791
N 0.6777 -2.8440 -1.2517
N 0.6890 0.0223 -2.1171
N -0.2872 -2.1361 -0.4640
C 1.6163 -0.6885 -3.9970
C 0.3088 -4.1358 -1.2705
H 2.2251 -1.3364 -4.6523
H 0.8880 -4.8269 -1.8538
C 0.9055 0.4745 -4.2731
C -0.8701 -4.2964 -0.5245
C 0.3065 0.8928 -3.0850
C -1.2375 -3.0772 -0.0041
H 0.8227 0.9746 -5.2215
H -1.4216 -5.2033 -0.3962
H -0.3671 1.7358 -2.8797
H -2.0186 -2.7379 0.6800
H -1.3491 1.4259 -0.4791
C -1.3455 2.2474 2.6249
C -0.4375 1.1006 3.0436
C -0.8581 0.3930 4.3159
O -0.4847 0.0881 1.9674
H -2.3690 1.8851 2.4624
H -1.0068 2.7090 1.6905
H -1.3617 3.0175 3.4120
H 0.5924 1.4812 3.1437
H -1.8574 -0.0496 4.1901
H -0.1513 -0.4101 4.5597
H -0.8840 1.1060 5.1567
```

Values from the calculation:
* HOMO (alpha / beta): -14.92 / -14.89 eV
* expectation value of S²: 3.765
* DFT total energy: -27596.7532 eV
* net charge: +2
* spin multiplicity: 4

Atomic partial charges in e from the natural (NBO) method, atoms 1 to 6: 0.26, -0.40, 0.52, -0.28, 0.14, 1.84